Here is C13H12Cl2N3O8Ti as an isolated structure in a non-equilibrium geometry from the OMol25 dataset. Energies are from ωB97M-V with the def2-TZVPD basis set.

spin multiplicity = 2
gap between HOMO and LUMO (alpha / beta) = 7.84 / 7.91 eV
HOMO energy (alpha / beta) = -0.3278 / -0.3271 hartree
relative energy (zero: lowest compared OMol25 entry of this formula, charge and spin) = 100.3 kJ/mol

The geometry in XYZ format:
```
39
Properties=species:S:1:pos:R:3:forces:R:3:mulliken_charge:R:1
Ti -0.315 -0.225 0.450 -0.674 1.361 -0.997 0.198
C 3.828 0.457 1.388 -0.040 0.136 -0.078 -1.563
C 2.368 0.148 1.375 0.070 -0.281 0.377 0.616
N 1.739 -0.089 0.260 0.005 0.035 0.395 0.449
O 2.501 0.088 -0.894 -0.011 0.001 -0.040 -0.566
C 1.616 0.044 2.619 0.232 -0.005 -0.259 0.312
C 2.210 0.147 3.982 0.019 -0.022 0.099 -1.708
N 0.330 -0.188 2.436 -0.007 -0.228 0.055 0.869
O -0.488 -0.371 3.376 0.127 0.067 -0.042 -0.749
H 4.037 1.301 0.732 -0.020 -0.004 -0.013 0.349
H 4.379 -0.395 0.988 0.005 0.004 0.001 0.333
H 4.179 0.680 2.389 -0.005 0.008 0.002 0.408
H 1.986 0.720 -1.416 0.028 -0.014 -0.078 0.354
H 3.184 -0.336 4.040 -0.004 -0.019 -0.002 0.442
H 1.538 -0.337 4.689 -0.020 -0.001 -0.024 0.405
H 2.327 1.186 4.302 -0.007 0.011 -0.026 0.307
Cl 0.614 -2.618 -1.621 -0.107 -0.133 0.112 -0.095
C -0.913 -2.999 -0.796 0.207 -0.198 0.092 0.024
Cl -0.684 -2.811 0.998 0.030 0.062 -0.273 -0.118
C -1.983 -1.990 -1.244 -0.125 0.157 -0.082 0.463
O -2.929 -2.374 -1.872 0.037 -0.040 -0.012 -0.589
O -1.693 -0.770 -0.890 0.429 -0.291 0.531 -0.325
H -1.179 -4.030 -0.988 -0.063 0.008 0.014 0.413
O -0.692 3.845 0.569 -0.032 0.030 -0.005 -0.627
C -1.011 2.702 0.761 0.076 -0.099 -0.042 0.319
O -0.402 1.672 0.183 -0.111 -0.708 0.332 -0.472
C -2.110 2.331 1.723 0.003 0.080 0.101 0.403
C -2.515 3.279 2.659 -0.029 0.013 0.044 -0.721
C -3.466 2.967 3.619 0.000 -0.047 -0.022 -0.507
C -4.030 1.698 3.660 0.113 0.046 -0.049 -0.601
C -3.622 0.782 2.713 -0.124 -0.312 0.057 -0.150
C -2.688 1.072 1.744 0.063 0.239 -0.153 0.072
N -4.179 -0.591 2.743 0.127 0.157 -0.054 1.053
O -4.985 -0.850 3.610 -0.025 -0.035 -0.016 -0.625
O -3.782 -1.372 1.900 -0.042 0.012 0.071 -0.601
H -2.061 4.260 2.622 0.004 -0.002 -0.001 0.506
H -3.765 3.707 4.348 0.007 0.020 -0.008 0.404
H -4.760 1.417 4.405 -0.005 -0.010 -0.009 0.494
H -2.506 0.326 0.978 -0.134 -0.001 0.002 0.823
```
Forces are in eV/Å.

Here is C13H12ClGaN2O8 as an isolated structure from the OMol25 dataset. Energies are from ωB97M-V with the def2-TZVPD basis set.

gap between HOMO and LUMO = 8.75 eV
HOMO energy = -0.3686 hartree

The geometry in XYZ format:
```
37
Properties=species:S:1:pos:R:3:forces:R:3:mulliken_charge:R:1
Ga 0.280 0.036 -1.537 -0.154 0.119 -0.376 1.057
O 2.591 -3.094 -1.102 -0.122 0.162 -0.091 -0.661
C 1.938 -2.077 -1.047 0.021 -0.028 -0.117 0.165
O 1.350 -1.459 -2.033 0.495 -0.117 0.253 -0.513
C 1.713 -1.426 0.315 -0.027 0.101 0.053 0.808
C 2.361 -1.892 1.467 0.021 -0.054 -0.022 -0.966
C 2.101 -1.262 2.648 0.036 0.017 0.146 -0.584
C 1.201 -0.171 2.701 0.059 -0.050 0.120 0.988
C 0.894 0.512 3.903 0.051 -0.044 0.037 -0.845
C 0.022 1.561 3.890 -0.049 0.058 0.014 -0.621
C -0.579 1.980 2.679 -0.023 0.064 0.101 -0.737
C -0.306 1.343 1.503 0.038 -0.042 -0.020 -0.917
C 0.590 0.248 1.507 -0.076 -0.019 -0.328 0.756
N 0.871 -0.416 0.338 -0.176 0.109 0.410 0.322
H 3.039 -2.727 1.372 -0.006 0.008 0.009 0.576
H 2.584 -1.584 3.565 -0.032 0.010 -0.062 0.429
H 1.367 0.187 4.823 -0.043 0.035 -0.059 0.395
H -0.211 2.082 4.810 0.010 -0.020 -0.058 0.394
H -1.260 2.825 2.684 0.080 -0.104 -0.005 0.461
H -0.753 1.684 0.575 0.051 -0.051 -0.006 0.505
N -1.193 -1.576 -1.503 -0.213 0.013 -0.076 -0.496
C -2.613 -1.284 -1.230 0.097 0.160 0.008 -0.634
C -3.100 -0.170 -2.137 0.027 0.003 -0.221 -0.609
C -2.472 1.166 -1.794 0.109 0.180 0.193 0.577
O -3.146 2.144 -1.565 0.246 -0.292 -0.077 -0.638
O -1.149 1.182 -1.740 -0.215 0.371 0.152 -0.482
H -1.080 -1.978 -2.427 -0.068 -0.104 -0.176 0.290
H -0.841 -2.281 -0.871 0.058 -0.166 0.171 0.307
H -2.697 -0.979 -0.187 0.032 0.023 0.062 0.319
H -3.234 -2.167 -1.358 -0.020 -0.176 -0.058 0.413
H -4.175 -0.065 -2.057 -0.149 0.018 0.035 0.340
H -2.871 -0.410 -3.182 0.014 -0.009 0.059 0.281
O 3.189 2.093 -2.866 -0.372 -0.026 0.075 -0.595
Cl 1.789 2.072 -2.641 -0.373 -0.471 0.087 1.679
O 1.152 3.301 -2.946 0.217 -0.362 0.093 -0.571
O 1.146 0.929 -3.351 0.142 0.452 0.043 -0.587
O 1.504 1.675 -1.206 0.314 0.234 -0.368 -0.606
```
Forces are in eV/Å.

Here is C13H12CoFN5O6S2 as an isolated structure from the OMol25 dataset. Energies are from ωB97M-V with the def2-TZVPD basis set.

spin multiplicity = 5
gap between HOMO and LUMO (alpha / beta) = 6.59 / 5.25 eV
HOMO energy (alpha / beta) = -0.1505 / -0.1184 hartree
total charge = -1

The geometry in XYZ format:
```
40
Properties=species:S:1:pos:R:3:forces:R:3:mulliken_charge:R:1
Co -0.560 0.081 -0.207 -0.028 0.044 -0.174 0.612
F 4.644 3.452 -0.218 -0.016 0.031 -0.012 -0.314
C 4.838 2.132 -0.140 0.030 -0.025 0.024 0.255
C 4.117 1.277 -0.866 0.016 -0.052 0.022 -0.015
N 4.331 -0.086 -0.809 -0.076 0.038 -0.021 0.114
C 3.478 -0.971 -1.578 -0.020 -0.011 -0.153 -1.257
C 2.038 -0.903 -1.101 0.000 -0.012 0.178 1.049
O 1.273 -1.757 -1.724 0.057 0.017 0.050 -0.266
O 1.687 -0.123 -0.239 0.127 0.089 0.052 -0.610
C 5.231 -0.642 0.074 0.071 -0.001 0.022 0.533
O 5.410 -1.836 0.198 -0.005 -0.016 -0.010 -0.641
N 5.954 0.282 0.805 -0.025 -0.056 -0.034 -0.081
C 5.861 1.669 0.788 -0.019 0.089 -0.018 0.328
O 6.567 2.366 1.480 0.014 -0.026 0.013 -0.627
H 3.326 1.614 -1.522 0.003 0.012 0.001 0.437
H 3.856 -1.985 -1.477 0.002 0.000 0.026 0.409
H 3.513 -0.697 -2.634 -0.003 -0.005 -0.002 0.316
H 6.624 -0.115 1.447 0.001 0.014 0.005 0.219
N -1.751 -2.658 1.215 -0.149 -0.112 0.236 -0.394
C -2.082 -1.339 1.276 0.083 0.165 -0.274 0.307
S -1.044 -0.277 2.084 -0.008 0.035 0.107 -0.524
N -3.323 -1.071 0.758 0.003 -0.012 0.223 -0.190
C -4.027 0.147 0.707 0.026 0.010 -0.089 0.814
C -4.889 0.328 -0.371 0.013 0.015 -0.039 -0.453
C -5.660 1.472 -0.475 -0.008 0.006 0.009 -0.607
C -5.579 2.459 0.497 0.004 -0.015 -0.009 -0.447
C -4.718 2.276 1.568 -0.005 0.011 -0.010 -0.690
C -3.947 1.131 1.686 -0.045 0.009 0.042 -0.117
H -0.768 -2.846 1.313 0.049 -0.026 -0.058 0.272
H -2.242 -3.262 0.575 0.063 -0.021 -0.086 0.248
H -3.578 -1.705 0.015 -0.071 0.016 -0.002 0.241
H -4.933 -0.424 -1.151 0.021 -0.002 0.006 0.267
H -6.311 1.600 -1.330 0.002 -0.006 -0.005 0.326
H -6.168 3.362 0.413 0.000 0.002 0.000 0.365
H -4.634 3.042 2.329 0.001 0.000 0.004 0.338
H -3.277 1.019 2.521 0.031 -0.050 0.011 0.308
O -1.200 1.396 -1.022 -0.032 -0.063 0.067 -1.076
O -0.826 -4.098 -1.752 0.011 -0.015 0.045 -0.548
S -1.116 -2.647 -1.961 0.221 0.293 0.014 0.157
N -0.115 -1.663 -1.169 -0.341 -0.368 -0.163 -0.057
```
Forces are in eV/Å.

Here is a single C13H12N4O5S molecule in a non-equilibrium geometry from the OMol25 dataset. Energies are from ωB97M-V with the def2-TZVPD basis set.

gap between HOMO and LUMO = 9.01 eV
HOMO energy = -0.3647 hartree
SMILES = Cc1ccc(S(=O)(=O)NNC(=O)c2ccncc2)cc1[N+](=O)[O-]
relative energy (zero: lowest compared OMol25 entry of this formula, charge and spin) = 1.0 kJ/mol

The geometry in XYZ format:
```
35
Properties=species:S:1:pos:R:3:forces:R:3:mulliken_charge:R:1
C -5.930 -0.183 0.392 -0.330 0.033 0.088 -1.260
C -4.481 -0.378 0.108 0.174 0.181 -0.028 1.041
C -3.988 -1.677 -0.037 0.092 0.184 -0.009 -0.913
C -2.655 -1.927 -0.302 0.104 -0.071 -0.058 -0.640
C -1.781 -0.863 -0.441 0.391 -0.240 -0.060 0.143
S -0.049 -1.167 -0.756 -0.182 -0.101 0.337 1.437
O 0.461 -0.178 -1.660 -0.122 0.279 0.097 -0.651
O 0.133 -2.554 -1.051 -0.192 -0.085 0.229 -0.681
N 0.592 -0.748 0.788 -0.122 -0.035 -0.506 -0.436
N 1.764 0.011 0.648 -0.120 0.255 -0.258 -0.235
C 2.973 -0.623 0.751 -0.132 -0.014 0.183 0.374
O 3.065 -1.718 1.265 0.064 -0.058 -0.018 -0.653
C 4.133 0.184 0.285 0.455 0.114 -0.197 0.732
C 4.076 0.952 -0.876 0.084 -0.115 0.269 -0.313
C 5.221 1.635 -1.260 -0.277 0.037 -0.144 -0.490
N 6.355 1.598 -0.583 0.374 0.274 -0.219 -0.604
C 6.409 0.858 0.510 -0.086 -0.234 0.297 -0.293
C 5.333 0.124 0.986 -0.230 0.026 -0.126 -0.429
C -2.223 0.431 -0.315 -0.215 0.396 0.016 -0.311
C -3.566 0.676 -0.036 0.620 -1.203 -0.156 -0.383
N -3.949 2.068 0.096 0.046 0.417 -0.025 1.028
O -5.051 2.328 0.525 -0.310 0.087 0.152 -0.608
O -3.129 2.897 -0.228 0.191 0.321 -0.096 -0.615
H -6.067 0.262 1.377 -0.065 -0.018 -0.013 0.304
H -6.455 -1.133 0.354 0.009 -0.082 -0.017 0.398
H -6.380 0.506 -0.320 -0.057 -0.038 0.020 0.352
H -4.673 -2.504 0.064 -0.072 -0.048 0.002 0.346
H -2.275 -2.930 -0.414 -0.041 -0.163 0.004 0.492
H 0.856 -1.589 1.304 -0.070 -0.088 -0.033 0.376
H 1.638 0.784 0.008 0.163 -0.010 0.236 0.315
H 3.185 0.990 -1.485 -0.082 0.022 -0.087 0.461
H 5.231 2.242 -2.155 -0.097 0.009 -0.092 0.376
H 7.361 0.851 1.023 0.027 -0.058 0.117 0.379
H 5.408 -0.482 1.875 0.035 -0.063 0.075 0.412
H -1.541 1.257 -0.438 -0.028 0.087 0.022 0.547
```
Forces are in eV/Å.

Here is a single C13H12N4S3 molecule in a non-equilibrium geometry from the OMol25 dataset. Energies are from ωB97M-V with the def2-TZVPD basis set.

gap between HOMO and LUMO = 8.70 eV
HOMO energy = -0.2977 hartree
SMILES = C=CCn1c(CSc2nc3ccccc3s2)n[nH]c1=S
relative energy (zero: lowest compared OMol25 entry of this formula, charge and spin) = 5.2 kJ/mol

The geometry in XYZ format:
```
32
Properties=species:S:1:pos:R:3:forces:R:3:mulliken_charge:R:1
C 2.189 2.395 1.578 -0.011 0.083 0.059 -0.768
C 3.171 1.601 1.195 0.070 -0.107 -0.128 -0.031
C 3.347 1.102 -0.208 0.010 0.493 0.000 -0.769
N 3.406 -0.337 -0.248 0.330 -0.839 -0.088 0.086
C 2.399 -1.233 -0.003 0.099 -0.427 -0.022 0.335
C 1.018 -0.815 0.314 -0.505 -0.215 0.140 -0.302
S -0.040 -2.279 0.571 0.423 -0.114 -0.033 -0.215
C -1.565 -1.525 0.237 -0.309 -0.075 0.043 0.411
N -1.713 -0.300 -0.112 0.727 0.096 0.070 -0.291
C -3.028 0.009 -0.320 -0.952 -0.344 -0.001 -0.323
C -3.519 1.251 -0.707 0.026 -0.098 0.031 -0.463
C -4.879 1.405 -0.877 0.015 0.096 -0.024 -0.501
C -5.755 0.343 -0.668 -0.100 -0.080 0.012 -0.450
C -5.289 -0.900 -0.282 -0.070 -0.035 0.000 -0.475
C -3.926 -1.061 -0.109 0.334 0.193 -0.024 0.783
S -3.041 -2.487 0.366 0.233 0.423 -0.089 -0.226
N 2.820 -2.453 -0.094 -0.734 -0.315 0.203 -0.593
N 4.135 -2.361 -0.401 -0.103 0.976 0.029 0.013
C 4.545 -1.071 -0.504 -0.084 -0.249 -0.021 0.262
S 6.036 -0.496 -0.858 0.823 0.219 -0.166 -0.456
H 2.105 2.745 2.592 0.032 0.050 0.212 0.278
H 1.436 2.741 0.889 -0.154 0.022 -0.195 0.265
H 3.921 1.260 1.895 0.091 -0.007 0.142 0.320
H 2.534 1.453 -0.852 0.094 -0.014 0.014 0.341
H 4.307 1.450 -0.610 -0.211 -0.089 -0.029 0.352
H 0.574 -0.242 -0.504 0.090 0.039 0.097 0.374
H 0.996 -0.205 1.220 0.007 0.032 -0.176 0.298
H -2.832 2.067 -0.866 0.080 0.099 -0.022 0.440
H -5.272 2.364 -1.178 -0.036 0.080 -0.026 0.368
H -6.815 0.491 -0.809 -0.094 0.010 -0.010 0.372
H -5.964 -1.725 -0.119 -0.130 -0.059 0.005 0.379
H 4.699 -3.185 -0.526 0.009 0.152 -0.006 0.185
```
Forces are in eV/Å.

Here is C13H12O5PSr as an isolated structure in a non-equilibrium geometry from the OMol25 dataset. Energies are from ωB97M-V with the def2-TZVPD basis set.

gap between HOMO and LUMO (alpha / beta) = 5.14 / 5.17 eV
HOMO energy (alpha / beta) = -0.4409 / -0.4409 hartree
relative energy (zero: lowest compared OMol25 entry of this formula, charge and spin) = 912.2 kJ/mol
total charge = +1

The geometry in XYZ format:
```
32
Properties=species:S:1:pos:R:3:forces:R:3:mulliken_charge:R:1
O -0.012 3.396 -5.403 0.314 -1.246 1.715 -0.149
C 0.165 2.720 -4.505 -0.295 1.429 -1.888 0.201
Sr 1.635 -1.569 -2.728 -0.987 -3.205 1.019 1.376
O 0.132 1.515 -0.822 1.070 -1.356 -2.974 -0.430
C 0.411 1.015 -1.917 0.112 3.305 3.193 0.434
C -1.261 -0.784 -2.835 -1.256 -7.258 -5.468 -0.066
O -1.680 -1.883 -3.462 3.157 8.627 5.117 -0.381
C 1.718 0.874 -2.624 3.574 4.833 0.147 -0.345
O 2.470 1.764 -2.915 -1.884 -2.627 0.640 -0.126
C -0.558 0.481 -2.805 -6.933 -2.039 -0.897 1.125
O -1.669 1.096 -3.125 1.465 -0.234 -0.115 -0.431
H 3.124 -1.161 -3.796 1.330 0.440 -1.001 -0.256
C 1.874 -0.725 0.503 1.517 -3.343 -1.152 -0.853
P 0.555 -1.956 1.272 3.003 1.924 2.139 -0.052
C -0.482 -2.032 -0.090 -0.599 -2.507 -2.601 -0.176
C -0.248 -0.635 2.253 -0.404 -0.063 0.804 0.507
C -1.132 0.276 1.701 -0.738 1.156 0.776 0.361
C -1.789 1.241 2.549 0.376 -0.743 -1.201 -0.869
C -1.514 1.267 3.897 0.629 -0.394 0.555 -0.402
C -0.578 0.337 4.457 -1.150 1.207 -0.313 -0.536
C 0.012 -0.600 3.663 -0.169 -0.016 -1.680 -0.602
H 2.775 -1.424 -0.018 -2.169 1.842 0.984 0.065
H 2.397 -0.233 1.306 0.150 0.309 0.204 0.429
H 1.435 0.012 -0.186 0.413 -0.470 0.606 0.151
H -1.474 -2.160 0.229 -1.592 -0.230 0.492 0.559
H -0.502 -1.210 -0.747 0.059 1.241 -0.722 -0.585
H -0.287 -2.977 -0.679 -0.066 0.828 0.342 0.393
H -1.347 0.338 0.621 0.073 -0.250 0.728 0.118
H -2.509 1.936 2.087 0.477 -0.363 0.387 0.369
H -1.992 2.013 4.543 0.196 -0.395 -0.265 0.371
H -0.367 0.386 5.514 0.037 -0.057 0.094 0.402
H 0.698 -1.318 4.058 0.286 -0.343 0.334 0.398
```
Forces are in eV/Å.

no.,E_tot (Ha)
1,-3038.56223
2,-3598.89255
3,-3506.82908
4,-1495.88134
5,-1916.17681
6,-1250.19667